Entry 1:
The following is a DFT calculation (ωB97M-V with the def2-TZVPD basis set) of a cluster of 2 separate species, C12H20Si in total at a distorted geometry.

Summary:
E_LUMO (spin up / spin down) ... 0.79 / -2.89 eV
Electronic energy ... -20638.86136 eV
Frontier orbital gap (spin up / spin down) ... 5.826 / 6.349 eV

Structure (ORCA input):
```
! wB97M-V def2-TZVPD RIJCOSX def2/J DEFGRID3
* xyz 0 3
C 3.04 -0.96 -2.24
C 3.28 -0.26 -1.12
C 1.77 -1.59 -2.39
C 2.24 0.00 -0.18
C 0.72 -1.22 -1.55
C 0.98 -0.45 -0.38
C -0.50 -3.80 2.81
C -2.53 2.22 0.34
C -0.07 2.85 0.00
C -1.38 1.43 -1.56
C 0.77 -4.28 2.72
C -1.20 1.78 -0.17
Si -0.52 0.12 0.68
H 3.75 -0.87 -3.11
H 4.18 0.25 -0.95
H 1.63 -2.05 -3.37
H 2.42 0.46 0.77
H -0.31 -1.46 -1.77
H -1.30 -4.25 3.31
H -0.86 -2.97 2.22
H -1.48 -1.14 0.72
H -3.09 3.11 -0.09
H -3.27 1.44 0.13
H -2.46 2.29 1.39
H 0.89 2.48 -0.19
H -0.06 3.20 1.10
H -0.51 3.75 -0.55
H -0.73 0.67 -1.92
H -2.35 1.16 -1.86
H -1.04 2.24 -2.28
H 1.55 -3.54 2.29
H 1.17 -5.09 3.29
H -0.12 0.40 2.02
*
```

***

Entry 2:
The following is a DFT calculation (ωB97M-V with the def2-TZVPD basis set) of a structure of composition C12H21Br2Cl3InO3P at a distorted geometry.

Summary:
E_LUMO ... -10.34 eV
Electronic energy ... -211018.24349 eV
Frontier orbital gap ... 4.279 eV

Structure (ORCA input):
```
! wB97M-V def2-TZVPD RIJCOSX def2/J DEFGRID3
* xyz 2 1
C 0.04 3.76 0.88
C -0.55 3.62 -0.58
C 0.57 3.20 -1.63
C 0.26 1.83 -2.36
P 1.08 0.27 -1.54
C 2.40 -1.00 -1.07
Cl 2.85 -2.19 -2.36
C 3.11 -1.09 0.15
C 4.25 -2.13 0.41
Cl 2.75 0.04 1.47
O 0.12 -0.93 -2.35
C -0.67 -1.68 -1.42
Br -0.13 -3.50 -0.99
Br -2.32 -2.01 -2.55
C -1.09 -0.58 -0.33
O -2.16 0.13 -0.99
C -1.73 -0.89 1.08
Cl -0.68 -0.21 2.44
C -2.06 -2.37 1.46
C -2.93 -2.32 2.81
O 0.10 0.19 -0.13
H 0.91 3.07 1.00
H 0.36 4.83 1.01
H -0.74 3.53 1.65
H -1.01 4.61 -0.86
H -1.40 2.89 -0.62
H 1.59 3.29 -1.20
H 0.51 3.98 -2.44
H 0.67 1.95 -3.40
H -0.85 1.74 -2.48
H 1.99 1.19 -0.87
H 1.83 0.25 -2.80
H 4.82 -2.36 -0.53
H 3.90 -3.06 0.92
H 4.99 -1.60 1.08
H -2.20 0.98 -0.49
H -2.68 -0.31 1.16
H -1.12 -2.91 1.73
H -2.68 -2.94 0.72
H -3.56 -1.40 2.83
H -2.28 -2.36 3.74
H -3.65 -3.20 2.78
In -2.62 -4.32 4.65
*
```

***

Entry 3:
The following is a DFT calculation (ωB97M-V with the def2-TZVPD basis set) of a cluster of 5 separate species, C12H21Br8N in total at a distorted geometry.

Summary:
ΔE to the lowest compared entry with this formula, charge and spin ... 108.3 kJ/mol
E_LUMO ... 0.21 eV
SMILES ... c1cc[nH]c1.BrCCBr.BrCCBr.BrCCBr.BrCCBr
Electronic energy ... -574613.52257 eV
Frontier orbital gap ... 8.454 eV

Structure (ORCA input):
```
! wB97M-V def2-TZVPD RIJCOSX def2/J DEFGRID3
* xyz 0 1
C 1.53 -1.48 1.37
C 1.96 -0.18 1.20
C 3.25 -0.04 1.40
N 3.72 -1.31 1.74
C 2.71 -2.18 1.79
H 0.55 -1.92 1.26
H 1.25 0.57 0.90
H 3.90 0.82 1.38
H 4.68 -1.43 2.02
H 2.87 -3.20 2.13
Br 0.77 -3.23 -3.86
C 2.42 -4.03 -3.06
C 3.29 -4.70 -4.17
Br 5.05 -5.41 -3.53
H 2.14 -4.75 -2.29
H 3.02 -3.22 -2.65
H 3.56 -3.99 -4.95
H 2.90 -5.53 -4.77
Br 1.34 3.51 -4.21
C -0.06 4.54 -3.43
C 0.41 5.29 -2.22
Br -1.02 6.54 -1.65
H -0.96 3.96 -3.24
H -0.25 5.30 -4.18
H 1.23 5.99 -2.36
H 0.45 4.60 -1.38
Br -3.24 -5.30 -0.55
C -4.75 -4.06 -0.67
C -4.83 -3.05 0.41
Br -4.60 -4.01 2.12
H -5.66 -4.66 -0.63
H -4.64 -3.64 -1.67
H -5.77 -2.50 0.51
H -4.06 -2.28 0.52
Br -3.67 3.21 4.01
C -2.37 4.65 4.51
C -0.94 4.04 4.61
Br 0.15 5.49 5.46
H -2.59 5.08 5.49
H -2.40 5.44 3.77
H -0.47 3.92 3.64
H -0.90 3.14 5.22
*
```

***

Entry 4:
The following is a DFT calculation (ωB97M-V with the def2-TZVPD basis set) of a structure of composition C12H21FKN4O9P2S at a distorted geometry.

Summary:
E_LUMO ... -5.39 eV
Electronic energy ... -85612.75113 eV
Frontier orbital gap ... 6.785 eV

Structure (ORCA input):
```
! wB97M-V def2-TZVPD RIJCOSX def2/J DEFGRID3
* xyz 1 1
C -1.77 -0.85 5.64
C -1.25 -1.05 4.07
O 0.00 -0.74 3.70
O -2.25 -1.54 3.10
C -2.23 -3.00 2.97
C -0.82 -3.63 2.44
C -0.32 -2.97 1.00
C 1.32 -2.74 0.97
C 1.73 -1.73 -0.29
C 1.36 -0.17 0.20
N 1.80 0.89 -0.81
P 3.57 0.81 -1.21
S 4.62 0.99 0.46
C 0.94 1.84 -1.38
N 1.58 2.78 -2.36
P 1.46 2.26 -4.05
O 1.39 3.52 -5.04
O 3.00 1.46 -4.43
O 0.22 1.11 -4.42
N -0.51 1.90 -0.98
C -0.73 2.51 0.38
O -0.09 3.63 0.78
O -1.72 1.81 1.27
C -1.39 2.64 -1.96
O -1.25 3.95 -2.30
N -2.57 1.90 -2.54
C -2.85 2.23 -3.98
O -3.27 3.39 -4.49
F -2.72 1.10 -4.97
H -1.15 -1.58 6.33
H -2.91 -1.11 5.68
H -1.61 0.28 5.95
H -2.50 -3.50 4.00
H -3.05 -3.28 2.15
H 0.00 -3.48 3.29
H -0.96 -4.80 2.25
H -0.91 -1.96 0.86
H -0.58 -3.69 0.11
H 1.92 -3.77 0.86
H 1.58 -2.20 2.00
H 1.16 -2.01 -1.29
H 2.89 -1.89 -0.44
H 2.01 -0.02 1.19
H 0.25 -0.11 0.53
H 3.89 -0.45 -1.90
H 4.02 1.87 -2.06
H 1.35 3.78 -2.20
H 2.79 0.47 -4.28
H -0.08 0.57 -3.63
H -2.56 0.88 -2.33
K -2.80 3.70 1.17
*
```

***

Entry 5:
The following is a DFT calculation (ωB97M-V with the def2-TZVPD basis set) of a structure of composition C12H21GeN2O7P2Y.

Summary:
ΔE to the lowest compared entry with this formula, charge and spin ... 1.3 kJ/mol
E_LUMO ... -0.35 eV
Electronic energy ... -106240.04233 eV
Frontier orbital gap ... 5.517 eV

Structure (ORCA input):
```
! wB97M-V def2-TZVPD RIJCOSX def2/J DEFGRID3
* xyz 0 1
Y -0.32 0.98 0.88
C 1.75 4.77 3.91
C 0.78 3.69 3.49
O -0.36 3.70 4.37
P 1.48 2.01 3.71
O 3.03 1.96 3.37
O 1.47 1.82 5.29
O 0.74 0.97 2.95
P 0.21 3.82 1.74
O 0.03 5.38 1.47
O -1.13 3.11 1.73
O 1.26 3.19 0.88
H 2.09 4.61 4.94
H 1.26 5.74 3.85
H 2.62 4.79 3.25
H -1.12 3.39 3.84
H 3.59 2.29 4.09
H 0.66 2.18 5.67
H -0.90 5.62 1.36
N 2.72 -4.13 -2.27
C 2.76 -3.06 -1.86
C 2.82 -1.72 -1.34
C 4.00 -0.98 -1.44
C 4.02 0.30 -0.92
C 2.87 0.79 -0.32
N 1.74 0.09 -0.23
C 1.71 -1.15 -0.73
H 4.87 -1.41 -1.91
H 4.91 0.91 -0.97
H 2.84 1.79 0.10
H 0.77 -1.68 -0.63
C -1.39 -0.88 -2.96
Ge -2.03 0.11 -1.37
C -3.88 0.64 -1.78
C -1.04 1.91 -1.55
C -1.65 -0.60 0.36
H -1.70 -0.39 -3.89
H -1.79 -1.89 -2.96
H -0.30 -0.95 -2.97
H -3.96 1.12 -2.76
H -4.24 1.33 -1.02
H -4.53 -0.23 -1.78
H -1.24 2.14 -2.60
H 0.06 1.97 -1.48
H -1.48 2.73 -0.98
H -2.22 -1.52 0.51
*
```

***

Entry 6:
The following is a DFT calculation (ωB97M-V with the def2-TZVPD basis set) of an isolated molecule of C12H21N3O5 at a distorted geometry.

Summary:
ΔE to the lowest compared entry with this formula, charge and spin ... 48.9 kJ/mol
E_LUMO ... 0.59 eV
SMILES ... CNC(=O)[C@H](NC(=O)[C@@H](CC(=O)O)NC(C)=O)C(C)C
Electronic energy ... -27492.35954 eV
Frontier orbital gap ... 9.616 eV

Structure (ORCA input):
```
! wB97M-V def2-TZVPD RIJCOSX def2/J DEFGRID3
* xyz 0 1
C 4.73 0.73 -0.05
N 3.38 1.08 -0.68
C 2.31 0.27 -0.62
O 2.34 -0.72 -0.02
C 0.96 0.68 -1.30
N -0.13 0.13 -0.54
C -0.34 0.33 0.83
O 0.22 1.29 1.33
C -1.36 -0.48 1.64
C -0.89 -0.74 3.11
C -1.56 -1.88 3.89
O -2.71 -1.78 4.35
O -0.97 -2.98 3.83
N -2.71 0.18 1.59
C -3.46 0.38 0.52
C -4.88 0.78 0.91
O -3.09 0.33 -0.67
C 0.78 0.37 -2.80
C 1.87 1.04 -3.61
C 0.69 -1.09 -2.92
H 4.86 1.45 0.86
H 5.56 0.86 -0.81
H 4.83 -0.29 0.23
H 3.45 1.79 -1.42
H 1.01 1.75 -1.04
H -0.77 -0.42 -0.99
H -1.48 -1.48 1.31
H 0.13 -0.92 3.00
H -0.94 0.23 3.62
H -1.50 -3.58 4.38
H -3.11 0.33 2.55
H -4.75 1.55 1.67
H -5.51 1.07 0.06
H -5.34 -0.10 1.29
H -0.12 0.74 -3.16
H 1.62 1.35 -4.57
H 2.69 0.33 -3.72
H 2.38 1.83 -3.06
H 0.50 -1.23 -4.02
H 1.55 -1.71 -2.49
H -0.23 -1.49 -2.47
*
```